This record from OMol25 describes C8H14BrN2O2Re as an isolated structure. The level of theory is the ωB97M-V functional and the def2-TZVPD basis.

molecular weight: 436.32 g mol⁻¹
LUMO level (spin up / spin down): -0.142 / -0.161 Eh
total charge: +1
energy above the lowest of the compared OMol25 structures with the same formula, charge and spin: 0.0 kJ/mol
2S+1: 4
⟨S²⟩: 3.7689
strongest force on any atom: 2.4 eV/A
E: -3225.253022 a.u.
highest occupied orbital energy (spin up / spin down): -11.7 / -11.7 eV

Structure (XYZ):
```
28
Properties=species:S:1:pos:R:3:nbo_charge:R:1
C 1.27 1.68 0.09 -1.05
Re -0.14 0.18 0.01 1.43
N -1.48 -1.61 0.02 -1.07
N -0.08 0.26 -2.05 -1.02
H -2.45 -1.38 0.25 0.41
H 1.07 -0.96 0.11 0.00
H 1.81 1.56 1.04 0.26
H 0.81 2.68 0.09 0.25
H 2.02 1.65 -0.73 0.22
H -0.98 0.46 -2.50 0.42
H 0.28 -0.61 -2.44 0.43
H 0.57 0.98 -2.39 0.43
H -1.51 -2.15 -0.85 0.40
H -1.14 -2.25 0.75 0.45
Br -1.83 3.11 2.89 0.09
C -1.43 1.86 4.27 -0.03
C -1.67 2.27 5.59 -0.24
C -1.38 1.43 6.67 -0.15
C -0.85 0.16 6.45 -0.22
C -0.62 -0.27 5.15 -0.13
C -0.90 0.56 4.05 -0.25
C -0.62 -0.04 2.71 0.79
O -0.10 -1.17 2.58 -0.64
O -0.96 0.68 1.64 -0.74
H -2.10 3.26 5.77 0.24
H -1.58 1.78 7.68 0.23
H -0.62 -0.51 7.28 0.23
H -0.20 -1.26 4.96 0.25
```

=====

This record from OMol25 describes C45H51CsF2N12OS2Si as an isolated structure. The level of theory is the ωB97M-V functional and the def2-TZVPD basis.

molecular weight: 1039.11 g mol⁻¹
LUMO level: 0.118 Eh
total charge: -2
energy above the lowest of the compared OMol25 structures with the same formula, charge and spin: 0.0 kJ/mol
strongest force on any atom: 2.2 eV/A
E: -3783.443466 a.u.
highest occupied orbital energy: -1.2 eV

Structure (XYZ):
```
115
Properties=species:S:1:pos:R:3:mulliken_charge:R:1
Cs -0.24 0.51 1.26 0.52
N -0.01 -1.05 -4.74 0.18
C -0.52 -0.83 -3.50 -1.01
N -1.52 -0.08 -3.23 -0.23
C -2.10 0.64 -4.27 0.51
N -2.91 1.61 -4.03 -0.80
N -2.92 1.97 -2.71 0.04
C -4.03 2.09 -2.12 -0.75
C -4.09 2.52 -0.71 1.13
C -5.32 2.82 -0.15 -0.74
C -5.37 3.28 1.16 -0.36
C -4.18 3.43 1.85 -0.79
C -2.99 3.09 1.21 -0.01
N -2.94 2.63 -0.03 0.00
C -1.74 0.30 -5.66 0.59
C -2.40 0.82 -6.77 -0.47
C -1.98 0.51 -8.05 -0.72
C -0.87 -0.32 -8.23 -0.38
C -0.21 -0.85 -7.15 -0.73
C -0.64 -0.54 -5.86 -0.09
H 0.85 -1.58 -4.81 0.30
H -0.01 -1.35 -2.70 1.06
H -4.98 1.90 -2.63 0.25
H -6.23 2.71 -0.73 0.31
H -6.32 3.51 1.64 0.41
H -4.15 3.76 2.88 0.40
H -2.05 3.18 1.74 0.32
H -3.24 1.48 -6.60 0.47
H -2.49 0.93 -8.91 0.38
H -0.54 -0.56 -9.23 0.38
H 0.65 -1.50 -7.28 0.41
N 1.75 0.64 -1.59 0.32
C 2.55 0.32 -2.76 -0.42
C 3.24 -1.02 -2.56 -0.86
N 2.27 -2.05 -2.20 0.19
C 2.88 -3.29 -1.74 -0.89
C 1.87 -4.15 -0.96 -0.01
N 2.26 -4.26 0.45 -0.79
H 1.25 1.53 -1.65 -0.13
H 2.36 0.76 -0.78 -0.47
H 3.31 1.07 -3.00 0.50
H 1.88 0.26 -3.63 0.30
H 4.00 -0.92 -1.77 0.26
H 3.77 -1.32 -3.47 0.31
H 1.73 -1.64 -1.44 -0.07
H 3.75 -3.11 -1.08 0.46
H 3.26 -3.84 -2.61 0.32
H 1.83 -5.16 -1.38 0.37
H 0.87 -3.71 -1.10 0.01
H 1.49 -4.64 0.99 0.29
H 2.43 -3.33 0.83 0.14
O -2.40 0.03 2.39 0.01
N -3.30 0.40 3.27 -0.06
C -4.57 -0.02 3.09 -0.19
C -5.58 0.30 3.96 -0.90
C -5.26 1.11 5.06 -0.05
C -3.97 1.55 5.22 -0.94
C -2.93 1.23 4.31 -0.04
S -1.35 1.80 4.44 -0.22
H -4.70 -0.63 2.21 0.47
H -6.58 -0.06 3.78 0.38
H -6.02 1.38 5.78 0.35
H -3.69 2.18 6.05 0.39
C 4.88 2.35 2.72 -1.11
Si 4.77 0.84 1.57 -0.21
C 6.41 -0.11 1.79 -1.12
C 4.82 1.57 -0.16 -0.55
N 3.42 -0.15 1.77 0.27
C 2.95 -0.68 2.90 0.38
C 3.51 -0.58 4.21 -0.24
C 2.93 -1.13 5.33 -0.92
C 1.74 -1.85 5.27 -0.60
C 1.15 -2.00 4.01 0.03
C 1.75 -1.44 2.91 -0.11
F 1.13 -1.66 1.69 0.07
H 5.70 3.00 2.41 0.34
H 5.03 2.09 3.77 0.34
H 3.96 2.93 2.65 0.29
H 7.27 0.51 1.51 0.31
H 6.41 -1.00 1.17 0.28
H 6.55 -0.42 2.83 0.29
H 5.70 2.21 -0.27 0.50
H 3.94 2.20 -0.33 -0.11
H 4.86 0.80 -0.93 0.08
H 4.44 -0.02 4.31 0.16
H 3.42 -1.00 6.29 0.34
H 1.28 -2.26 6.15 0.38
H 0.23 -2.54 3.88 0.01
N -3.39 -2.55 -2.27 -0.43
C -3.03 -3.22 -1.14 0.53
N -2.70 -2.64 -0.04 -0.22
C -2.44 -3.58 0.95 -0.94
C -2.09 -3.26 2.26 0.04
C -1.86 -4.30 3.15 -0.89
C -1.96 -5.63 2.75 -0.63
C -2.31 -5.96 1.45 -0.48
C -2.55 -4.92 0.56 0.83
S -3.04 -4.99 -1.12 -0.41
H -3.09 -1.58 -2.29 0.16
H -3.31 -3.04 -3.14 0.28
H -2.01 -2.21 2.53 0.92
H -1.58 -4.07 4.17 0.49
H -1.77 -6.42 3.46 0.36
H -2.39 -6.99 1.14 0.38
F 2.33 7.61 0.30 -0.38
C 1.96 6.29 0.15 0.48
C 1.21 5.68 1.13 -0.74
C 0.85 4.34 0.95 -0.39
C 1.20 3.55 -0.16 -0.32
C 1.98 4.26 -1.09 0.33
C 2.37 5.60 -0.97 -0.73
H 0.92 6.25 2.01 0.40
H 0.26 3.91 1.76 0.11
H 2.33 3.75 -2.00 0.12
H 2.97 6.10 -1.72 0.39
```

=====

- Which value of molecular weight does entry 2 give?
  1039.11 g mol⁻¹